Below is C29H49Cl2OPPd as an isolated structure in a non-equilibrium geometry, with properties calculated with ωB97M-V/def2-TZVPD.

E: -2599.1241 Eh
HOMO-LUMO gap (spin up / spin down): 6.46 / 5.98 eV
LUMO level (spin up / spin down): 0.502 / -2.011 eV

Structure (ORCA input):
```
! wB97M-V def2-TZVPD RIJCOSX def2/J DEFGRID3
* xyz 0 5
Pd 0.2692 -0.5899 2.1667
Cl -2.0002 0.3905 2.1161
Cl 2.3177 0.6257 1.3858
P -0.1544 0.8555 -1.1599
O 0.6082 -0.1616 4.1067
C 2.9182 -1.4193 -3.8348
C 1.3385 4.6433 -0.4903
C -0.0939 2.6830 -1.0738
C -0.5155 -2.0550 1.3436
C 0.7942 1.2247 4.4666
C -0.3521 -0.9659 4.8575
C -1.7900 0.1764 -1.6304
C -2.3417 0.9730 -2.8268
C -0.4478 2.0714 4.7173
C -3.9208 -0.9584 -3.2634
C 1.2827 0.0519 -1.9548
C 1.2253 0.4280 -3.4349
C 2.8344 -1.8491 -2.3599
C -1.8474 -1.3464 -1.8570
C -3.7816 0.5607 -3.1072
C 1.8139 -5.4944 1.4687
C 0.3003 -3.2194 1.3745
C -0.3585 -4.4634 1.2523
C 0.3505 -1.3456 6.1360
C 1.4889 -1.4592 -1.7387
C 0.4336 -5.6084 1.3201
C -1.2111 3.1614 -0.1135
C -1.1886 4.6874 -0.0898
C 1.7101 -3.0881 1.5189
C 2.5417 0.0451 -4.0924
C 1.2805 3.1228 -0.5279
C -3.2999 -1.7690 -2.1154
C 0.1780 5.2737 0.2887
C 2.4742 -4.2493 1.5404
H -1.4450 -4.4521 1.1691
H 1.3866 -1.6294 5.9013
H -3.4095 -1.2510 -4.1877
H -0.0690 -6.5655 1.2720
H -1.4392 -1.8427 -0.9656
H 3.3184 0.7011 -3.6911
H 2.0998 2.7355 -1.1501
H -0.1298 3.1114 4.8245
H -3.8740 -1.6298 -1.1978
H -4.1381 1.0762 -4.0118
H -1.2983 -0.4326 4.9527
H -2.1980 2.8145 -0.4555
H -1.6082 -2.1269 1.0735
H 3.5546 -4.1702 1.6302
H 3.9279 -1.6138 -4.2185
H -3.3375 -2.8423 -2.3532
H 0.3873 -0.1080 -3.9057
H -1.7153 0.7851 -3.7117
H 1.0427 1.5057 -3.5585
H 0.3455 5.1511 1.3640
H -0.1461 -2.1683 6.6472
H -2.2939 2.0521 -2.6216
H 1.2881 4.9763 -1.5295
H 2.2265 -2.0541 -4.4024
H 1.4633 -1.6561 -0.6605
H 0.3807 -0.4502 6.7791
H 0.6822 -2.0433 -2.1983
H 2.1678 0.5098 -1.4660
H 3.6315 -1.3672 -1.7802
H 2.4212 -6.4029 1.5442
H -1.2270 -1.6348 -2.7213
H 1.4311 2.6688 0.4674
H -1.9750 5.0735 0.5693
H -0.2448 3.2092 -2.0679
H 1.4882 1.2362 5.3421
H 2.3045 4.9780 -0.0904
H -0.5744 -1.8557 4.2319
H -1.0711 2.6975 0.8821
H 1.3266 1.6445 3.5870
H 2.9972 -2.9333 -2.2696
H -2.3985 0.3563 -0.7206
H -4.9814 -1.2274 -3.3774
H 2.4754 0.2479 -5.1687
H -4.4050 0.9108 -2.2815
H 2.1386 -2.0860 1.6331
H -1.1559 2.0377 3.8871
H -1.4325 5.0132 -1.1038
H 0.1685 6.3537 0.0845
H -0.9432 1.7654 5.6358
*
```

Below is C29H50Br20FNO7P2 as an isolated structure in a non-equilibrium geometry, with properties calculated with ωB97M-V/def2-TZVPD.

E: -53979.2444 Eh
HOMO-LUMO gap: 8.91 eV
LUMO level: -0.042 eV

Structure (ORCA input):
```
! wB97M-V def2-TZVPD RIJCOSX def2/J DEFGRID3
* xyz 0 1
Br -4.0251 4.2427 -6.6722
Br 0.6428 -8.1324 -0.7684
Br -0.1240 -6.6350 -4.1436
Br 1.0583 3.4930 10.0808
Br 1.9433 1.0857 5.3032
Br 4.2401 -2.0987 -10.2646
Br -1.3312 2.5334 -1.0143
Br 2.3736 1.8182 -4.7676
Br 3.2925 -4.7519 -7.8791
Br 2.2888 4.8043 -6.9288
Br 1.0802 8.2599 9.6336
Br -1.3084 -2.5945 -9.6657
Br 0.8301 6.5132 12.8675
Br -0.0844 -2.0152 -6.2599
Br -1.4144 5.5596 -3.1838
Br 3.2607 0.6030 10.6962
Br 1.7690 -6.1152 2.1067
Br -0.6812 2.8079 -6.0372
Br 1.1988 -4.5273 -1.4222
Br 0.8652 -1.7955 7.3274
P -1.2440 1.0244 1.9913
P 0.6939 -0.8230 2.5289
F -4.3095 2.7960 2.5695
O -0.9186 0.2969 -0.4112
O -1.4075 2.5259 2.4655
O -4.1157 1.7650 4.5101
O 0.3280 0.7144 1.8968
O -1.7114 -0.6340 -2.3219
O -1.7878 1.0264 0.4340
O -1.8612 0.0187 2.8544
N 2.2015 -1.1420 2.2979
C -3.4804 2.3842 -6.4909
C -2.8185 -3.7216 0.7245
C -2.5503 -1.5754 -0.3004
C 3.8111 3.8071 -6.2415
C -2.0714 -2.8547 -0.0723
C -0.3998 7.7689 12.0367
C -4.0210 -3.3073 1.2874
C 2.2131 -3.8246 -9.2089
C -0.4827 7.5494 10.5494
C -0.1441 3.0930 -2.4741
C 2.9762 3.4383 10.4137
C 0.5749 0.9762 6.6853
C -2.4313 2.2166 -5.4237
C -1.7764 -1.4991 -7.0732
C 3.5448 2.3255 -6.2367
C -2.2895 -2.5778 -7.9880
C 3.6148 2.2587 9.7340
C -3.7726 -1.1617 0.2385
C 2.2659 -8.2770 0.2908
C 2.9892 -3.5754 -10.4735
C -4.5173 -2.0231 1.0317
C -0.2118 -4.7017 -3.9046
C 1.9967 -8.0165 1.7493
C -1.7227 -0.6253 -1.1389
C 1.0673 -4.1635 -3.3292
C -3.6130 2.3646 3.6247
C 1.0087 0.0830 7.8139
C -2.1153 2.6867 3.7057
C 0.1137 4.5779 -2.4798
H 0.9413 4.8244 -3.1449
H 4.4677 1.7734 -6.0704
H -1.3291 8.0905 10.1308
H -2.2053 -3.5728 -7.5618
H 1.8536 -2.9126 -8.7422
H -1.3634 7.5778 12.5050
H -5.4558 -1.6688 1.4532
H -0.3747 -4.2893 -4.8979
H 3.5675 -4.4363 -10.7940
H 2.2553 -1.9655 1.7023
H 0.4589 -0.8570 3.9077
H 2.0359 0.2523 8.1198
H -3.3262 -2.3904 -8.2610
H 4.6344 4.0440 -6.9126
H -2.6522 2.7750 -4.5167
H -0.6019 2.7409 -3.3945
H 3.0749 1.9732 -7.1501
H 3.1097 3.4344 11.4910
H 1.3704 -4.4853 -9.4009
H 1.1025 -8.5145 2.1105
H -4.0894 -0.1447 0.0165
H -2.0672 3.7650 3.9257
H 2.8485 -8.3195 2.3552
H -2.5000 -4.7407 0.9349
H 2.9855 -7.5867 -0.1397
H 0.3171 4.9778 -1.4908
H -0.3392 0.6375 6.2034
H -0.0625 8.7657 12.3030
H -2.4613 -1.3443 -6.2409
H -0.5562 6.5000 10.2797
H 3.3627 4.3707 10.0067
H -3.1447 2.0574 -7.4707
H 2.6136 -9.2976 0.1433
H 1.9541 -4.5831 -3.7944
H -0.1260 -1.7542 1.8556
H -4.3882 1.8467 -6.2218
H -4.6142 -3.9503 1.9336
H -1.0800 -4.4992 -3.2837
H -1.6067 -0.5532 -7.5797
H 3.2644 2.1152 8.7155
H 0.4409 1.9983 7.0371
H 1.0960 -3.0780 -3.4131
H -1.1312 -3.2180 -0.4801
H 0.7818 2.5468 -2.2985
H -1.6558 2.1860 4.5584
H 4.0267 4.2019 -5.2535
H -2.3046 1.1630 -5.1755
H 0.3534 0.2061 8.6738
H 2.3205 -3.2703 -11.2762
H 4.6981 2.3589 9.7298
*
```